1.
ORCA calculation (ωB97M-V/def2-TZVPD) on an isolated ion of composition H3N6 and charge +1 in a non-equilibrium geometry.

Geometry as ORCA input:
```
! wB97M-V def2-TZVPD RIJCOSX def2/J DEFGRID3
* xyz 1 1
N 0.64 -0.45 0.02
N -2.09 0.05 0.00
N -1.17 0.89 0.01
N 1.89 -0.69 0.00
N 0.21 0.73 -0.01
N -2.83 -0.79 -0.01
H 2.16 -1.67 0.01
H -1.42 1.89 0.01
H 2.60 0.04 -0.04
*
```

E   -329.90135 Eh
HOMO   -14.664 eV
Frontier orbital gap   8.977 eV
Relative energy (zero: lowest compared OMol25 entry of this formula, charge and spin)   105.72 kJ/mol

Atomic partial charges in e from the natural (NBO) method, atoms 1 to 8: 0.03 0.24 -0.23 -0.50 -0.12 0.28 0.43 0.47


2.
ORCA calculation (ωB97M-V/def2-TZVPD) on one molecule with the formula C4H6N4 in a non-equilibrium geometry.

Geometry as ORCA input:
```
! wB97M-V def2-TZVPD RIJCOSX def2/J DEFGRID3
* xyz 0 1
N -0.61 0.28 2.01
N -1.69 2.30 -1.62
N -0.94 -1.13 -0.73
N 1.60 0.55 1.22
C 0.23 -0.60 -0.25
C 0.26 0.11 1.09
C -0.35 0.11 -1.38
C -1.19 1.27 -1.53
H 1.66 1.07 2.09
H -1.31 -0.31 1.60
H 1.04 -1.21 -0.30
H 2.13 -0.45 1.26
H 0.13 -0.01 -2.32
H -0.97 -1.98 -1.15
*
```

E   -374.94153 Eh
HOMO   -10.044 eV
Frontier orbital gap   10.418 eV
Relative energy (zero: lowest compared OMol25 entry of this formula, charge and spin)   314.64 kJ/mol

Atomic partial charges in e from the natural (NBO) method, atoms 1 to 8: -0.63 -0.27 -0.57 -0.83 -0.11 0.40 -0.18 0.27


3.
ORCA calculation (ωB97M-V/def2-TZVPD) on a 9-piece molecular cluster, C45H108N6O9 overall in a non-equilibrium geometry.

Geometry as ORCA input:
```
! wB97M-V def2-TZVPD RIJCOSX def2/J DEFGRID3
* xyz 0 1
O 17.08 18.89 13.42
O 9.31 11.20 14.13
O 14.97 15.66 19.37
O 18.50 9.75 18.65
O 19.30 13.76 12.00
O 18.52 13.99 21.27
O 14.75 11.60 18.16
O 16.35 13.99 17.33
O 17.67 10.30 10.63
N 10.48 12.04 14.40
N 16.50 11.01 11.02
N 17.25 11.70 20.14
N 19.78 10.46 18.52
N 22.02 15.69 13.37
N 15.35 19.72 15.50
C 9.03 13.82 15.60
C 16.06 10.41 12.37
C 17.11 13.81 21.37
C 17.50 11.60 22.58
C 16.38 14.85 16.20
C 15.18 9.64 9.45
C 13.74 11.21 11.69
C 14.67 17.02 18.87
C 21.21 11.68 17.03
C 20.11 14.91 12.19
C 20.01 14.93 14.68
C 21.01 8.19 18.40
C 14.59 9.23 18.12
C 15.73 8.85 12.32
C 16.22 11.90 8.80
C 20.61 9.34 20.52
C 12.52 12.39 15.67
C 18.12 14.21 11.33
C 19.86 9.75 16.13
C 17.15 10.68 13.46
C 11.36 14.32 14.65
C 14.30 11.77 10.43
C 18.78 11.90 16.82
C 19.88 10.91 17.12
C 11.86 10.12 14.94
C 10.61 11.24 16.78
C 22.38 10.83 17.44
C 9.35 13.94 13.14
C 15.74 18.34 13.46
C 12.13 13.89 15.88
C 11.35 11.42 15.49
C 10.03 13.47 14.46
C 18.02 18.08 14.12
C 20.84 9.54 19.04
C 15.06 18.51 14.83
C 16.84 12.34 21.40
C 18.81 15.22 20.66
C 15.52 11.01 9.93
C 20.92 14.76 13.46
C 22.13 10.36 18.89
C 15.01 10.48 17.41
C 13.57 18.24 14.69
C 16.45 13.93 15.01
C 16.06 17.65 18.71
C 14.82 11.22 12.72
H 12.46 9.61 15.70
H 21.26 12.19 16.06
H 20.56 10.27 21.06
H 11.16 10.47 17.35
H 19.10 12.37 15.84
H 20.75 9.15 16.08
H 16.37 12.90 9.22
H 14.27 15.09 19.07
H 21.62 8.09 17.46
H 17.56 13.32 11.21
H 15.56 11.98 7.98
H 14.83 8.40 17.45
H 14.71 8.56 12.06
H 21.41 8.70 20.93
H 16.65 10.48 14.44
H 14.57 10.88 13.70
H 17.86 18.11 15.22
H 13.10 12.41 14.75
H 13.51 9.15 18.27
H 18.25 15.34 19.76
H 15.49 15.49 16.21
H 16.32 20.01 15.33
H 11.44 14.00 16.72
H 12.38 10.25 13.92
H 22.07 11.30 19.44
H 15.18 18.92 12.76
H 21.30 13.72 13.36
H 15.77 12.17 21.47
H 12.89 11.74 12.09
H 20.07 7.65 18.20
H 22.72 15.49 12.66
H 17.14 11.35 8.48
H 8.15 13.26 15.45
H 21.14 12.42 17.82
H 17.35 11.70 13.43
H 22.49 9.98 16.78
H 17.88 17.00 13.87
H 17.22 11.94 23.56
H 16.51 17.90 19.71
H 17.80 11.46 16.70
H 15.89 8.49 13.38
H 9.63 10.88 16.56
H 16.83 17.15 18.13
H 17.93 10.25 19.31
H 18.38 14.73 10.35
H 19.18 14.28 14.52
H 17.18 15.62 16.28
H 15.97 18.65 18.34
H 16.61 14.47 14.06
H 14.10 17.54 19.66
H 14.14 17.01 17.95
H 13.01 14.48 16.07
H 19.74 8.70 20.57
H 15.16 9.00 19.06
H 15.14 12.25 12.86
H 14.50 10.54 16.43
H 22.98 9.79 19.32
H 13.05 19.03 14.19
H 13.38 17.41 14.01
H 11.05 15.37 14.69
H 8.81 14.82 13.37
H 13.11 11.97 16.53
H 15.82 17.26 13.20
H 14.50 12.83 10.65
H 19.46 15.78 12.27
H 18.15 12.12 19.83
H 16.76 14.26 22.29
H 18.58 11.79 22.49
H 9.51 10.92 13.24
H 15.38 17.70 15.48
H 11.01 9.51 14.70
H 15.11 12.38 17.74
H 17.16 13.16 15.18
H 14.34 9.21 9.91
H 18.39 10.81 11.03
H 8.63 13.19 12.86
H 19.66 10.21 15.17
H 18.00 10.04 13.29
H 16.22 14.57 18.10
H 17.56 14.89 11.97
H 12.01 14.19 13.77
H 18.68 12.67 17.58
H 9.44 13.60 16.59
H 14.98 9.73 8.36
H 14.59 20.35 15.18
H 22.54 15.75 14.20
H 16.54 14.33 20.57
H 13.53 11.83 9.63
H 10.07 14.08 12.37
H 10.70 12.18 17.37
H 20.77 14.99 11.31
H 16.37 8.23 11.73
H 18.52 16.05 21.33
H 13.07 18.03 15.65
H 16.06 9.04 9.61
H 21.49 7.52 19.15
H 19.66 15.97 14.88
H 8.87 14.89 15.61
H 16.04 10.33 17.11
H 15.52 13.37 14.99
H 18.97 18.42 13.79
H 19.84 15.26 20.45
H 23.33 11.38 17.26
H 20.42 14.59 15.62
H 17.40 10.52 22.48
H 13.51 10.14 11.59
H 19.07 9.04 16.42
H 16.58 11.84 19.40
*
```

E   -2784.80095 Eh
HOMO   -8.273 eV
Frontier orbital gap   8.645 eV
Relative energy (zero: lowest compared OMol25 entry of this formula, charge and spin)   125.07 kJ/mol

Atomic partial charges in e from the Löwdin method, atoms 1 to 8: -0.20 -0.04 -0.12 -0.09 -0.19 -0.18 -0.07 -0.10